1.
# C41H52O17

C41H52O17 in the gas phase (ωB97M-V/def2-TZVPD, the OMol25 dataset).

```
110
Properties=species:S:1:pos:R:3:nbo_charge:R:1
O -0.683 -1.127 -2.600 -0.516
O -0.523 -1.800 -0.078 -0.548
O 2.196 0.174 2.179 -0.521
O -1.808 0.068 4.212 -0.507
O -3.765 0.911 -2.494 -0.491
O -2.453 -1.851 3.256 -0.630
O 1.323 1.320 3.898 -0.626
O -3.144 -0.652 -3.983 -0.632
O -0.053 -0.819 1.823 -0.582
O -5.501 2.056 -4.142 -0.466
O 4.154 -2.212 -0.738 -0.505
O -0.322 2.903 -0.602 -0.735
O 1.577 -1.952 0.686 -0.587
O -0.322 0.058 -4.464 -0.648
O 7.251 0.517 -0.644 -0.390
O 3.557 -3.907 -1.973 -0.572
O -1.400 1.891 -2.762 -0.762
C -2.432 -0.647 3.284 0.838
C 0.174 -0.623 -0.476 0.254
C 2.389 1.111 0.008 -0.440
C -3.769 0.338 -3.682 0.812
C -2.776 2.432 -0.278 -0.459
C 1.603 -1.221 -0.566 0.318
C -3.354 1.021 -0.139 -0.025
C -0.097 -3.246 1.860 -0.657
C -1.467 1.021 -1.653 0.195
C 1.995 0.414 3.473 0.842
C 3.500 0.223 5.447 -0.382
C -6.121 0.875 -4.571 0.106
C 1.475 0.935 1.208 0.025
C -3.181 0.236 2.310 -0.525
C 4.611 1.090 4.865 -0.616
C 5.673 0.717 0.906 -0.284
C -1.021 2.168 2.054 -0.661
C 6.901 1.133 0.495 0.085
C -1.322 1.953 -0.408 0.278
C -4.860 0.955 0.046 -0.625
C -6.770 -0.021 -3.549 -0.649
C -0.584 -0.995 -3.927 0.860
C 3.172 0.143 -2.125 -0.625
C 0.115 0.229 0.861 0.378
C -2.896 0.417 -1.482 0.052
C 3.943 -0.974 -0.050 0.069
C 2.759 -0.206 -0.683 -0.071
C 6.245 -0.301 -0.981 0.110
C -1.048 -0.639 5.180 -0.267
C 5.235 -0.226 -0.066 -0.160
C -4.659 1.063 -4.661 0.113
C -0.344 -0.018 -1.769 0.054
C 3.570 -1.595 3.651 -0.607
C -3.983 1.316 -5.991 -0.623
C 0.219 -1.988 1.096 0.773
C -0.773 -2.300 -4.629 -0.723
C -1.136 1.157 0.904 -0.086
C 3.241 -2.872 -1.450 0.814
C -2.473 0.342 0.951 -0.153
C 1.839 -2.292 -1.626 -0.574
C 2.717 -0.567 4.384 -0.325
H -1.838 -2.419 -4.815 0.273
H 3.681 -1.210 0.985 0.244
H 2.795 0.867 5.977 0.220
H -3.628 0.373 -6.398 0.233
H -5.159 1.466 0.956 0.216
H -3.132 1.980 -5.852 0.222
H -6.678 0.977 -5.502 0.178
H -0.400 3.004 1.744 0.229
H -0.468 3.267 -1.489 0.499
H 2.967 -2.134 2.925 0.228
H 0.650 -3.374 2.637 0.227
H 4.203 1.790 4.140 0.202
H -3.124 2.921 -1.186 0.236
H -0.247 -2.283 -5.579 0.240
H -6.200 -0.023 -2.624 0.221
H -5.202 -0.077 0.084 0.210
H 1.123 -3.108 -1.509 0.262
H -5.340 1.452 -0.793 0.235
H 1.263 1.913 1.644 0.241
H 3.709 -0.670 -2.605 0.218
H -2.274 -0.688 0.645 0.234
H -0.600 1.706 2.939 0.269
H 5.376 0.485 4.383 0.203
H 3.297 1.624 0.328 0.237
H 0.490 0.525 -2.236 0.222
H 5.086 1.663 5.658 0.218
H -1.989 2.575 2.319 0.208
H -0.566 -1.499 4.713 0.197
H 3.846 0.997 -2.080 0.234
H -0.310 0.066 5.557 0.209
H 1.913 -1.100 4.908 0.230
H 4.399 -1.124 3.132 0.207
H 3.924 -0.481 6.165 0.204
H -1.099 1.400 -3.553 0.513
H 2.332 0.419 -2.755 0.212
H -1.699 -0.983 5.987 0.188
H -3.351 1.206 2.769 0.226
H -2.951 3.076 0.575 0.222
H -0.433 -3.118 -4.002 0.238
H -4.139 -0.256 2.139 0.240
H -1.085 -3.150 2.301 0.272
H -6.828 -1.035 -3.937 0.223
H -7.777 0.332 -3.336 0.222
H 7.596 1.833 0.914 0.205
H -2.879 -0.677 -1.512 0.226
H -0.065 -4.087 1.176 0.232
H -4.680 1.778 -6.685 0.222
H 1.750 -1.914 -2.643 0.240
H 1.864 1.758 -0.696 0.245
H 6.362 -0.898 -1.862 0.213
H 5.146 1.026 1.784 0.222
H 3.974 -2.308 4.366 0.214
```

Computed properties:
- Molecular weight: 816.85 g mol⁻¹
- Electronic energy: -78170.0167 eV
- HOMO level: -8.9 eV
- Gap between HOMO and LUMO: 9.5034 eV

***

2.
# C41H53InN6O5P

A molecular structure, C41H53InN6O5P (ωB97M-V/def2-TZVPD, the OMol25 dataset).

```
107
Properties=species:S:1:pos:R:3:mulliken_charge:R:1
In -0.014 0.258 -0.062 2.726
P -2.632 1.213 0.764 -0.235
O -0.461 -4.847 3.290 -0.585
O 1.869 1.329 1.000 -0.618
O 0.647 -2.504 3.053 -0.972
O 0.333 -0.629 1.938 -0.641
O -1.924 -5.938 2.012 -0.621
N -1.093 -2.031 -0.032 0.877
N 1.889 -1.319 -0.351 0.139
N 0.873 -1.451 -2.456 -1.410
N 0.344 -0.335 -2.170 1.036
N -0.011 2.181 -1.345 0.237
N -1.871 -4.073 0.048 -0.007
C -3.379 0.581 -1.851 0.695
C -1.218 -4.985 2.235 0.500
C -4.325 4.967 -0.076 -0.918
C 1.293 5.940 -0.074 -0.885
C -2.321 -2.848 -2.060 -1.274
C -2.797 0.300 2.383 0.781
C 2.796 -1.762 0.504 -0.151
C -3.481 2.880 0.997 0.764
C -0.198 0.506 -3.040 0.054
C 3.316 -3.633 -0.883 -0.413
C -0.876 2.803 -3.523 -0.276
C 0.601 5.097 0.786 -0.846
C -5.737 0.881 -2.681 -1.176
C -4.215 0.227 2.966 -0.830
C -0.477 0.166 -4.387 -0.397
C -4.659 5.334 1.375 -0.858
C 0.173 3.856 0.355 -0.444
C -0.721 -2.588 1.158 -1.249
C 2.375 -3.175 -1.781 -0.679
C -0.351 1.871 -2.586 0.836
C -1.815 0.795 3.450 -0.784
C 1.681 -1.995 -1.486 0.148
C -1.206 -3.877 1.227 0.542
C 1.564 5.516 -1.366 -0.690
C -1.768 -2.955 -0.693 -0.579
C -3.451 5.077 2.267 -0.986
C -3.782 0.282 -0.399 1.178
C -0.942 1.109 -5.252 -0.913
C -1.669 -0.267 4.547 -0.780
C -3.128 3.576 2.318 -0.776
C -2.993 -1.004 4.780 -0.681
C 1.123 4.284 -1.809 -0.605
C -5.304 0.450 -0.226 -1.200
C -1.165 2.429 -4.802 -0.861
C 0.396 3.438 -0.960 0.217
C -4.167 -0.084 4.468 -0.952
C -5.910 1.405 -1.251 -0.127
C 0.145 -1.870 2.126 1.024
C -3.260 3.862 -0.152 0.008
C 3.541 -2.910 0.282 -0.999
C -4.437 0.080 -2.831 -1.022
H -2.138 -3.769 -2.609 0.573
H -5.775 -0.527 -0.355 0.566
H -3.525 -0.766 -0.197 -0.105
H -1.573 3.151 -5.493 0.475
H 4.281 -3.222 1.000 0.492
H 2.963 -1.159 1.387 0.471
H -5.739 1.730 -3.366 0.349
H -3.956 5.849 -0.600 0.528
H 0.059 -3.983 3.305 0.392
H 1.624 6.912 0.259 0.440
H -3.318 3.370 -1.124 -0.678
H -2.411 0.112 -2.049 -0.388
H -2.336 -4.944 -0.179 0.327
H 1.712 0.758 1.767 0.312
H -0.311 -0.858 -4.693 0.490
H -4.767 -0.561 2.453 0.364
H -5.446 2.387 -1.166 -0.409
H 2.129 6.143 -2.040 0.441
H -3.054 -1.887 4.141 0.168
H -2.267 4.303 -0.072 0.230
H -3.700 3.125 3.129 0.386
H 3.884 -4.526 -1.091 0.452
H -6.972 1.529 -1.038 0.662
H -2.599 5.635 1.878 0.299
H -6.582 0.248 -2.957 0.432
H -3.398 -2.689 -2.025 0.265
H -1.145 0.853 -6.279 0.447
H -4.749 1.168 2.819 0.039
H -5.107 -0.547 4.769 0.562
H -3.646 5.434 3.279 0.553
H -4.056 0.840 5.038 0.335
H -1.071 3.810 -3.177 0.566
H -1.853 -2.021 -2.585 -0.038
H -4.952 6.383 1.430 0.531
H 2.181 -3.684 -2.709 0.536
H -1.352 0.222 5.468 0.589
H -3.047 -1.342 5.814 0.546
H -4.067 0.170 -3.853 0.433
H -2.067 3.459 2.542 0.025
H -5.562 0.789 0.775 0.337
H -5.238 4.648 -0.581 0.211
H 1.363 3.956 -2.809 0.518
H -2.175 1.717 3.899 0.892
H -5.506 4.744 1.733 0.302
H 0.397 5.418 1.797 0.503
H -0.839 0.999 3.002 -0.245
H -4.545 2.621 1.004 1.090
H -3.254 1.652 -2.015 -0.289
H -0.895 -0.985 4.287 0.048
H -0.367 3.186 1.017 0.598
H -2.471 -0.714 2.105 -0.464
H 1.865 2.247 1.292 0.319
H -4.632 -0.976 -2.644 0.196
```

Computed properties:
- Molecular weight: 855.70 g mol⁻¹
- Relative energy (zero: lowest compared OMol25 entry of this formula, charge and spin): 0.0 kcal/mol
- Electronic energy: -77016.1802 eV
- Charge: +1
- HOMO level (spin up / spin down): -9.9 / -9.9 eV
- Gap between HOMO and LUMO (spin up / spin down): 5.6355 / 5.6335 eV

***

3.
# C41H53NO5P2Si3Tb

A molecular structure, C41H53NO5P2Si3Tb (ωB97M-V/def2-TZVPD, the OMol25 dataset).

```
106
Properties=species:S:1:pos:R:3:mulliken_charge:R:1
Tb -0.035 -0.033 -0.147 -0.780
P -1.789 -1.592 2.717 0.362
P -1.277 1.419 3.001 0.673
Si 2.190 -1.859 -2.125 0.444
Si 2.982 0.396 -0.228 -0.369
Si 1.984 1.174 -3.014 0.217
O -0.941 -1.520 1.469 0.379
O -2.479 1.425 -3.123 -0.685
O -1.588 1.044 -1.088 -0.456
O -0.590 1.393 1.661 0.383
O 2.139 -0.344 1.095 0.896
N -1.455 -1.580 -1.585 1.005
C 0.278 -2.983 3.807 -0.711
C -2.237 5.181 4.103 -0.766
C -4.575 -3.982 1.027 -0.647
C 1.248 1.256 4.048 -0.369
C 0.586 -3.405 6.153 -0.643
C 2.175 1.203 5.082 -0.706
C 3.920 -2.298 -2.690 -1.237
C -4.193 4.250 3.049 -0.758
C -3.550 5.311 3.672 -0.475
C -1.270 -2.069 5.421 -0.432
C -1.566 3.983 3.921 -0.657
C 0.999 -3.567 4.838 -0.780
C 3.763 1.590 -3.438 -1.078
C -0.548 -2.657 6.445 -0.832
C 1.844 -2.954 -0.607 -0.185
C 4.767 -0.096 -0.110 -1.474
C -3.227 -2.631 2.491 0.526
C -2.075 0.693 -2.256 0.061
C -0.111 1.273 4.345 0.463
C -5.459 -4.221 2.068 -0.595
C -5.234 -3.665 3.322 -0.820
C 2.850 2.204 0.219 -1.035
C -0.858 -2.228 4.099 1.234
C 1.167 0.590 -4.589 -1.024
C 1.103 2.770 -2.546 -0.948
C 1.929 -0.090 -1.633 1.962
C -3.525 3.051 2.860 -0.615
C -2.208 2.910 3.302 0.689
C 1.085 -2.484 -3.516 -1.293
C -4.120 -2.871 3.536 -0.556
C 0.385 1.200 6.697 -0.736
C -1.505 -2.904 -1.730 -0.482
C 1.744 1.170 6.399 -0.672
C -0.542 1.258 5.672 -0.339
C -3.458 -3.184 1.236 -0.514
C -2.223 -3.518 -2.739 -1.368
C -2.112 -0.814 -2.468 0.564
C -2.462 0.045 3.118 -1.507
C -2.821 -1.346 -3.531 -0.603
C 2.816 -0.945 2.191 -1.134
C -2.884 -2.723 -3.663 -0.752
H -3.213 0.219 2.341 0.619
H 0.591 -3.108 2.778 0.373
H -5.925 -3.855 4.132 0.439
H 3.234 1.195 4.859 0.458
H -5.212 4.358 2.704 0.437
H -1.737 6.012 4.582 0.425
H 1.770 3.495 -2.076 0.389
H 2.468 1.132 7.202 0.426
H -4.755 -4.412 0.051 0.493
H 1.814 2.549 0.293 0.259
H 3.328 2.378 1.189 0.307
H 1.569 1.285 3.014 0.335
H -2.769 -2.980 0.431 0.360
H 0.249 2.619 -1.880 0.199
H 2.732 -3.018 0.028 0.285
H -0.938 -3.487 -1.014 0.802
H -2.238 -4.597 -2.807 0.569
H -3.307 -0.666 -4.216 0.595
H 0.053 1.188 7.726 0.468
H 1.657 -2.522 -4.446 0.580
H 0.101 0.391 -4.447 0.159
H 1.881 -4.152 4.614 0.484
H 3.268 -1.893 1.896 0.236
H 3.824 2.253 -4.304 0.397
H 1.149 -3.863 6.956 0.421
H 2.100 -1.126 2.991 0.164
H 5.247 0.365 0.756 0.377
H 4.275 2.088 -2.609 0.246
H -3.438 -3.172 -4.477 0.465
H -6.330 -4.843 1.905 0.395
H 0.758 -3.505 -3.303 0.460
H -4.034 2.242 2.352 0.287
H 0.204 -1.872 -3.701 0.165
H 4.907 -1.176 -0.045 0.384
H -4.074 6.246 3.818 0.410
H 1.249 1.392 -5.327 0.439
H -0.543 3.884 4.263 0.395
H 4.322 0.679 -3.673 0.246
H 4.155 -1.800 -3.634 0.311
H 1.039 -2.578 0.036 -0.688
H -1.599 1.312 5.908 0.466
H 0.699 3.236 -3.448 0.464
H 3.601 -0.288 2.573 0.345
H 4.694 -2.026 -1.973 0.315
H 3.984 -3.376 -2.863 0.379
H -3.949 -2.455 4.522 0.301
H 3.347 2.843 -0.514 0.446
H -2.145 -1.479 5.664 0.355
H -0.865 -2.531 7.472 0.451
H 5.287 0.250 -1.007 0.358
H 1.633 -0.300 -5.012 0.331
H -2.970 0.047 4.084 0.712
H 1.584 -3.971 -0.911 0.679
```

Computed properties:
- Molecular weight: 945.01 g mol⁻¹
- Spin multiplicity: 7
- Electronic energy: -119756.4125 eV
- Charge: +1
- HOMO level (spin up / spin down): -10.3 / -10.2 eV
- Gap between HOMO and LUMO (spin up / spin down): 7.9051 / 7.8099 eV

***

4.
# C41H54B2N14S5Se2Tl

A molecular structure, C41H54B2N14S5Se2Tl (ωB97M-V/def2-TZVPD, the OMol25 dataset).

```
119
Properties=species:S:1:pos:R:3:mulliken_charge:R:1
Tl -0.600 -0.014 2.575 0.946
Se 0.406 1.485 5.147 -0.285
Se -4.293 1.449 5.198 0.374
S 1.946 2.182 1.583 -0.145
S -1.791 2.614 1.112 -0.088
S -1.411 -2.041 4.589 -0.208
S 2.040 -1.634 2.209 0.285
S -1.051 -2.085 0.274 0.151
N -1.425 0.825 -0.771 0.962
N 0.489 2.449 -2.040 -0.564
N -3.958 0.180 1.633 0.725
N 0.949 -3.447 4.596 0.057
N -0.627 -4.356 3.403 0.588
N -5.604 0.344 4.855 -0.915
N 0.735 2.109 -0.756 0.482
N -2.116 0.876 6.560 -0.818
N -3.553 1.354 3.620 -0.224
N -1.751 -0.034 -1.770 -0.722
N 3.646 -0.011 3.679 0.507
N 2.039 -0.115 -1.211 -0.277
N 2.528 -1.399 4.931 0.828
N 0.814 -0.421 -0.694 0.760
C 2.545 -2.427 -1.293 -0.910
C 4.147 -0.590 -2.206 2.215
C 1.519 2.803 0.110 0.844
C -0.133 2.829 -4.641 -2.027
C -4.694 -0.727 1.046 -0.338
C -3.292 -1.053 -3.303 2.216
C -5.770 -1.413 1.660 -1.190
C 4.751 0.587 -1.432 -1.406
C 3.763 -0.128 -3.618 -1.389
C 4.004 0.255 4.986 -0.429
C 2.860 -1.053 -1.518 -0.082
C 0.479 -5.184 3.307 -0.676
C -5.379 -0.122 3.615 0.642
C -4.273 0.470 2.920 0.136
C -2.048 -1.840 -3.715 -1.778
C 0.414 -1.723 -0.404 0.536
C 1.957 4.106 -0.368 0.193
C -1.123 1.120 6.003 0.436
C 1.448 -4.607 4.046 -0.594
C 1.046 -4.183 -0.393 -1.735
C -1.931 -4.622 2.835 -0.908
C 4.243 0.613 2.522 -0.904
C 5.176 -1.717 -2.300 -2.288
C 3.300 -0.601 5.750 -0.871
C -4.003 0.670 -1.525 -0.739
C 1.659 4.463 -1.635 -0.624
C -2.974 -0.106 -2.154 0.472
C -3.702 1.498 -0.504 -0.709
C -2.315 1.622 -0.104 1.744
C 2.719 4.996 0.557 -1.836
C -3.789 -0.221 -4.492 -1.649
C -0.321 -3.287 4.190 -0.562
C 2.170 3.803 -4.619 -1.453
C 0.183 5.263 -4.177 -1.887
C 0.945 3.566 -2.492 -0.013
C -6.122 -1.115 2.947 -0.680
C 2.736 -1.032 3.653 -1.044
C -4.381 -2.036 -2.851 -1.781
C 1.371 -2.764 -0.724 0.586
C 0.774 3.864 -3.976 2.456
C -4.738 2.274 0.238 -1.626
B 0.029 0.805 -0.499 -1.450
B 1.723 -2.580 5.620 0.041
H -5.030 0.583 -1.857 0.210
H 3.347 -0.955 -4.201 0.363
H 5.377 -2.156 -1.320 0.465
H 0.475 -6.089 2.725 0.485
H 5.094 0.264 -0.447 0.229
H 0.102 -4.481 -0.851 0.292
H -4.667 0.373 -4.228 0.326
H -1.155 2.908 -4.263 0.379
H -6.306 -2.170 1.101 0.488
H -2.305 -2.519 -4.532 0.530
H 4.641 0.255 -4.145 0.469
H -1.253 -1.171 -4.046 0.230
H 3.260 -0.709 6.819 0.469
H -4.057 -2.570 -1.954 0.225
H -0.773 5.359 -3.657 0.377
H 4.699 1.034 5.244 0.452
H 2.927 5.958 0.087 0.416
H 2.098 3.977 -5.695 0.476
H 0.920 -4.275 0.690 0.067
H 1.847 -4.845 -0.722 0.428
H -2.694 -4.285 3.535 0.370
H 0.961 -2.090 6.412 -0.084
H -6.944 -1.609 3.450 0.449
H -3.006 0.461 -4.831 0.218
H 2.463 -4.913 4.222 0.504
H -4.539 3.344 0.162 0.487
H 2.626 2.826 -4.454 0.118
H 5.282 0.295 2.411 0.395
H 4.847 -2.508 -2.977 0.353
H -4.684 2.022 1.299 0.233
H 2.152 5.147 1.477 0.353
H 3.009 0.657 -3.559 -0.070
H 4.200 1.698 2.618 0.540
H -5.319 -1.526 -2.622 0.298
H -5.735 2.050 -0.141 0.323
H 0.851 6.047 -3.815 0.333
H 3.256 -3.201 -1.545 0.461
H 2.834 4.559 -4.193 0.358
H -0.144 2.998 -5.721 0.521
H -4.435 -0.944 0.011 0.375
H -1.661 -2.419 -2.874 0.250
H 1.954 5.439 -2.000 0.340
H -4.058 -0.877 -5.324 0.471
H 5.603 0.996 -1.980 0.493
H 0.013 5.439 -5.242 0.470
H 0.212 1.815 -4.441 0.214
H 4.009 1.371 -1.286 0.087
H 3.674 0.308 1.647 -0.204
H 2.544 -3.312 6.147 -0.217
H -2.023 -5.694 2.662 0.341
H -2.064 -4.085 1.895 0.218
H 3.652 4.514 0.854 0.293
H 6.115 -1.316 -2.690 0.448
H -4.576 -2.767 -3.638 0.532
```

Computed properties:
- Molecular weight: 1287.24 g mol⁻¹
- Relative energy (zero: lowest compared OMol25 entry of this formula, charge and spin): 32.6 kcal/mol
- Electronic energy: -255175.5494 eV
- Charge: -1
- HOMO level: -3.8 eV
- Gap between HOMO and LUMO: 5.1823 eV